No. 1
Formula: C2H6N2O2
Source: OMol25
Level of theory: wB97M-V/def2-TZVPD

Positions of all 12 atoms, in Å:
C: -1.070 0.399 0.870
C: 0.761 -0.281 -0.424
N: 1.046 -1.082 2.244
N: -0.377 -0.734 0.337
O: 1.189 -1.890 3.085
O: 0.007 -1.567 1.474
H: -2.053 0.005 1.314
H: -0.401 0.883 1.677
H: -1.044 1.164 0.059
H: 1.458 -1.087 -0.744
H: 0.279 0.022 -1.432
H: 1.335 0.532 0.164

Forces on the atoms, in the same order (eV/Å):
C 0.1 0.7 1.5
C 0.7 0.5 -1.3
N -0.5 -0.9 0.2
N 0.7 -1.0 0.5
O 1.0 0.6 0.6
O -0.7 0.4 -1.6
H 1.3 1.3 -0.8
H -1.2 -0.6 -0.8
H -1.1 -0.6 0.6
H -0.5 0.3 0.7
H 1.0 0.2 1.7
H -0.7 -0.9 -1.4

Properties
SMILES	CN(C)ON=O
highest occupied orbital energy	-9.42	eV
frontier orbital gap	9.75	eV
LUMO energy	0.012	Eh

=====

No. 2
Formula: C3H3N3O
Source: OMol25
Level of theory: wB97M-V/def2-TZVPD

Positions of all 10 atoms, in Å:
O: 2.149 -1.448 0.287
C: 0.994 -1.425 0.125
N: 0.824 1.971 0.126
N: 0.419 0.805 0.024
C: -0.942 0.549 -0.126
C: -1.204 -0.774 -0.153
N: -0.200 -1.725 -0.033
H: 1.847 1.880 0.220
H: -1.680 1.342 -0.209
H: -2.208 -1.174 -0.262

Forces on the atoms, in the same order (eV/Å):
O -0.9 -0.1 -0.1
C 0.5 -0.4 0.1
N 0.0 -0.3 -0.1
N -0.1 0.4 0.0
C -0.1 -0.2 0.0
C -0.1 0.3 0.0
N 0.4 0.1 0.1
H -0.1 0.3 0.0
H 0.1 -0.1 0.0
H 0.2 0.1 0.0

Properties
SMILES	[H]/N=N/C=C\N=C=O
highest occupied orbital energy	-9.39	eV
frontier orbital gap	9.02	eV
LUMO energy	-0.014	Eh

=====

No. 3
Formula: C3H9N3
Source: OMol25
Level of theory: wB97M-V/def2-TZVPD

Positions of all 15 atoms, in Å:
C: 1.432 0.506 -0.310
C: -0.058 0.695 0.087
C: -2.085 -0.685 -0.114
H: 2.070 -0.695 1.308
H: 2.832 -1.080 -0.122
H: 1.495 0.401 -1.410
H: 1.976 1.425 0.009
H: -0.479 1.453 -0.638
H: -0.175 1.031 1.156
H: -0.152 -1.390 -0.273
H: -2.495 -1.643 -0.483
H: -2.571 1.059 0.493
N: 1.946 -0.727 0.290
N: -0.730 -0.539 -0.184
N: -3.006 0.190 0.191

Forces on the atoms, in the same order (eV/Å):
C -0.1 0.3 0.5
C 0.4 0.5 -0.7
C -1.7 0.8 -0.3
H -0.1 0.2 -0.6
H -1.0 0.7 0.4
H 0.0 0.1 0.6
H -0.2 -0.5 -0.3
H 0.3 -0.3 1.1
H 0.1 -0.2 -0.9
H -0.4 1.0 0.2
H 0.6 0.2 0.4
H 0.0 0.2 0.0
N 1.0 -0.6 0.0
N -0.4 -1.3 0.0
N 1.5 -1.1 -0.2

Properties
SMILES	[H]/N=C\NCCN
highest occupied orbital energy	-8.70	eV
frontier orbital gap	9.55	eV
LUMO energy	0.031	Eh